Entry 1:
# C11H24NOP

A single C11H24NOP molecule (ωB97M-V with the def2-TZVPD basis set, the OMol25 dataset).

```
38
Properties=species:S:1:pos:R:3:forces:R:3:lowdin_charge:R:1
C 2.927642 -0.595638 2.186774 -2.161 6.221 -2.401 0.044
C 2.719440 0.612710 1.677659 0.862 -5.826 2.014 -0.125
C 2.517421 2.032891 0.939113 0.851 -1.425 0.449 -0.196
C 2.548305 1.919038 -0.688521 0.230 0.837 -0.317 -0.251
C 1.078310 2.001717 -1.368914 0.850 1.085 -0.220 -0.322
P -0.125651 0.638975 -0.801483 -0.078 0.190 -1.069 0.790
C 1.064846 -0.780990 -1.282854 0.534 -1.510 0.564 -0.382
C 0.237226 -2.202226 -1.226679 1.202 0.539 -0.681 -0.257
C -0.116013 -2.667900 0.279345 0.540 -1.064 0.028 -0.214
C -1.652443 -3.112026 0.528919 -0.194 0.218 0.875 -0.282
N -2.676696 -2.379330 -0.283271 0.866 -0.308 -0.911 -0.048
C -1.522728 1.919054 -0.372057 -0.838 0.546 -0.878 -0.405
O -2.576448 1.164676 0.309940 1.180 1.141 1.008 -0.325
C -2.811890 1.674848 1.652472 -0.410 -0.009 0.307 -0.131
H 2.767239 -1.625934 2.693229 0.615 2.487 -1.223 0.055
H 3.434662 2.682034 1.242183 -1.869 -1.045 -0.287 0.115
H 1.515830 2.475918 1.330454 1.874 -0.650 -0.709 0.113
H 3.180363 1.020342 -1.062865 -1.322 1.435 0.862 0.112
H 3.125346 2.866980 -1.052539 -1.037 -1.653 0.618 0.111
H 1.190915 1.951562 -2.530910 -0.220 -0.063 2.101 0.105
H 0.624475 3.051216 -1.127662 0.828 -1.884 -0.425 0.088
H -0.277566 0.143257 0.540405 0.200 0.096 -0.234 0.040
H -1.042626 0.122434 -1.817463 0.296 0.172 0.487 0.047
H 1.921708 -0.873578 -0.518575 -1.155 0.199 -1.146 0.056
H 1.531640 -0.590728 -2.321665 -0.835 -0.409 1.445 0.088
H 0.923330 -2.995432 -1.730941 -1.300 1.262 0.898 0.106
H -0.665640 -2.069566 -1.926041 1.091 -0.380 1.255 0.076
H 0.535346 -3.614796 0.496049 -1.068 1.717 -0.292 0.109
H 0.219374 -1.889260 1.074252 -0.705 -1.175 -1.532 0.082
H -1.846103 -4.250336 0.384095 0.589 2.002 0.219 0.116
H -1.887211 -2.859690 1.646261 0.435 -0.655 -1.920 0.109
H -2.774310 -2.826486 -1.225359 0.185 0.444 1.220 0.069
H -2.330481 -1.424566 -0.497574 -0.463 -0.715 0.446 0.024
H -1.129248 2.825502 0.225565 -0.872 -1.286 -0.723 0.083
H -1.990536 2.256902 -1.390575 0.890 -0.170 1.751 0.106
H -1.826333 2.014672 2.148074 -1.532 -0.366 -0.771 0.087
H -3.241605 0.825874 2.318911 0.559 1.459 -1.353 0.102
H -3.569904 2.557876 1.552230 1.382 -1.456 0.545 0.105
```
Forces are in eV/Å.

2S+1: 1
Orbital gap: 8.64 eV
LUMO level: 0.768 eV
Relative energy (zero: lowest compared OMol25 entry of this formula, charge and spin): 3.236 eV

Entry 2:
# C11H24O13V2

A molecular structure, C11H24O13V2 (ωB97M-V with the def2-TZVPD basis set, the OMol25 dataset).

```
50
Properties=species:S:1:pos:R:3:forces:R:3:lowdin_charge:R:1
O -9.143327 14.960112 45.906831 -1.089 -2.443 1.918 -0.635
V -9.484562 13.530388 46.704921 1.381 2.745 -2.513 0.679
O -8.318409 12.568171 46.227286 -0.263 -0.361 0.531 -0.582
O -13.626771 15.184477 39.460865 0.275 -0.687 0.867 -0.505
V -13.208270 14.720971 40.947527 -1.580 -1.528 -2.016 0.985
O -12.688344 15.987015 41.634427 0.895 1.776 1.354 -0.420
C -17.529827 12.578746 42.414905 0.386 -0.813 4.155 -1.028
O -16.825931 11.603706 42.150589 0.507 -1.754 -1.805 0.073
O -17.058721 13.718697 42.288502 0.527 2.707 -1.529 0.070
O -18.489728 12.458291 43.240608 -1.043 0.072 -0.997 0.032
C -11.715923 10.381687 42.546550 -4.411 -0.386 -1.248 -1.048
O -11.887507 11.289281 43.337502 1.254 3.183 3.833 0.152
O -12.261626 9.303283 42.753948 0.906 -3.163 0.835 0.113
O -11.598966 10.808854 41.398198 2.240 0.677 -3.453 0.114
C -9.072974 15.550629 35.248034 -0.135 0.548 0.235 -0.072
C -9.351218 14.093696 35.458361 1.323 -0.722 -0.104 -0.488
C -8.515849 13.322298 34.434678 -0.508 -0.975 -0.610 -0.080
O -8.847785 13.726994 36.749146 -0.446 0.143 0.083 -0.050
H -9.585303 15.934177 34.365711 -0.007 -0.016 -0.037 0.079
H -7.998410 15.636194 35.086490 0.053 0.283 0.071 0.081
H -9.352990 16.148254 36.115524 -0.053 -0.012 -0.039 0.083
H -10.397412 13.802885 35.363417 -0.134 0.301 0.058 0.138
H -7.502014 13.096263 34.765045 -0.003 0.516 0.275 0.080
H -8.472008 13.811871 33.461797 -0.024 0.138 -0.030 0.069
H -8.956094 12.340419 34.260886 -0.105 -0.161 -0.070 0.068
H -9.416355 13.040085 37.104800 0.037 -0.038 0.189 0.092
C -19.576844 17.286866 35.380360 1.404 1.110 0.504 -0.072
C -19.066895 16.291646 36.457743 -0.973 -0.322 -2.434 -0.487
C -17.935113 15.402256 35.801548 -0.569 0.051 1.446 -0.048
O -18.709591 17.014552 37.596498 0.798 0.424 -0.050 -0.032
H -20.098518 16.971740 34.476669 -0.002 -0.701 0.365 0.070
H -18.633107 17.729348 35.061510 0.051 0.289 -0.508 0.067
H -20.099499 18.150900 35.790699 -0.366 -0.292 0.348 0.067
H -19.932132 15.698281 36.753344 0.153 -0.790 -0.163 0.123
H -18.262154 14.853673 34.918254 -0.429 -0.083 0.242 0.071
H -17.647888 14.714737 36.597113 0.101 -0.508 -0.234 0.072
H -16.998165 15.868212 35.496405 -0.253 0.806 0.199 0.074
H -18.060550 16.491676 38.072879 0.110 0.011 0.324 0.096
C -12.629797 21.119637 38.512534 -0.901 -0.486 1.578 -0.054
C -13.233902 21.737773 37.272035 0.886 -0.655 -0.710 -0.526
C -13.075929 20.890161 36.043297 1.887 -0.955 -0.656 -0.078
O -14.608182 21.970871 37.375655 -0.904 1.323 0.664 -0.045
H -13.368034 20.431758 38.924770 -0.087 -0.533 -0.167 0.080
H -12.565924 21.813079 39.351072 0.212 0.497 -0.233 0.076
H -11.697497 20.554912 38.508994 0.056 0.250 -0.748 0.086
H -12.710483 22.680338 37.111697 -0.448 0.363 -0.145 0.132
H -13.432825 21.344061 35.118796 -0.570 -0.077 0.292 0.078
H -13.386384 19.856043 36.192682 -0.901 0.130 -0.013 0.086
H -12.026617 20.686915 35.829402 0.517 0.372 0.082 0.071
H -15.074182 21.236840 37.782651 0.247 -0.254 0.063 0.093
```
Forces are in eV/Å.

2S+1: 1
Charge: -2
Orbital gap: 2.33 eV
LUMO level: 1.073 eV
Relative energy (zero: lowest compared OMol25 entry of this formula, charge and spin): 9.195 eV

Entry 3:
# C11H25AgBr2FN3O3

A molecular structure, C11H25AgBr2FN3O3 (ωB97M-V with the def2-TZVPD basis set, the OMol25 dataset).

```
46
Properties=species:S:1:pos:R:3:forces:R:3:lowdin_charge:R:1
Ag -1.730349 -1.784334 -0.046364 -6.279 -13.800 -1.386 0.952
F -1.009129 -0.241314 0.000816 3.874 11.828 2.374 -0.687
Br -3.491279 -0.176544 3.074046 0.169 0.402 -1.186 0.632
C -2.776819 0.411846 1.265156 -2.356 1.445 0.521 -0.624
C -3.746559 1.434606 0.582106 0.504 0.175 0.982 -0.622
Br -2.775519 2.304086 -0.889154 -0.388 -0.285 0.381 0.713
H -2.641559 -0.479384 0.652356 -1.961 1.293 1.391 -0.042
H -1.791989 0.861796 1.390686 -0.876 0.013 0.595 0.032
H -4.021859 2.203936 1.303526 0.489 0.177 -0.023 0.044
H -4.727189 1.119666 0.225346 0.459 -0.753 -0.251 0.056
C 0.382431 0.804936 2.089526 0.409 0.921 1.700 -0.343
O 0.698881 1.745256 2.799466 -0.232 0.204 -0.565 0.041
N 0.179031 -0.425684 2.627836 0.782 -0.599 1.057 -0.157
C -0.046759 -1.540774 1.786646 -2.506 -2.192 2.677 -0.203
C -0.086189 -0.683214 4.087366 0.039 1.851 -0.999 -0.014
H 0.227731 0.879786 1.002016 0.148 0.078 0.898 0.109
H -1.097049 -1.716164 2.019526 -0.799 -0.939 -0.105 0.054
H 0.429171 -2.465484 2.112996 0.613 0.097 0.288 0.123
H 0.163331 -1.395204 0.727036 -2.732 -0.573 4.884 -0.045
H -1.165029 -0.818144 4.164846 0.208 -0.592 0.275 0.004
H 0.523191 -1.445764 4.572406 -0.062 -0.234 -0.574 0.091
H 0.118361 0.258776 4.596196 0.113 -0.011 -0.034 0.086
C -0.619229 0.709956 -3.817424 0.130 -0.554 -1.368 -0.329
O -1.845889 0.722026 -3.829964 0.929 -0.271 0.808 -0.025
N 0.213081 -0.103074 -3.108744 -1.741 -0.477 0.193 -0.151
C 1.660691 -0.081834 -3.097134 0.366 -0.633 -1.370 -0.065
C -0.410149 -0.999384 -2.106514 0.877 -0.429 -2.728 -0.106
H -0.070539 1.251816 -4.603254 0.228 0.453 0.346 0.139
H 2.037721 -0.028634 -2.075804 -0.125 -0.828 -1.473 0.028
H 2.118991 0.760956 -3.614584 -0.527 0.048 -0.279 0.108
H 1.969061 -1.009144 -3.579934 0.452 -0.070 -0.066 0.097
H -1.389399 -1.376994 -2.400784 -0.299 0.397 -0.719 0.085
H 0.187351 -1.903774 -1.991844 0.509 -0.020 -0.071 0.097
H -0.525019 -0.432474 -1.182654 0.329 -1.793 -2.625 -0.071
C 0.951921 1.140696 -0.986194 0.048 2.235 0.066 -0.414
O 1.170001 2.238046 -1.476684 -0.208 -0.109 0.058 0.053
N 1.961721 0.427066 -0.454714 -0.466 -2.250 3.241 -0.195
C 3.305421 0.902126 -0.496774 0.988 0.094 -1.063 -0.030
C 1.692411 -0.872784 0.237726 3.003 0.916 -2.449 -0.038
H -0.020339 0.624076 -0.989564 1.783 2.464 0.271 0.076
H 3.576611 0.814006 -1.548814 0.442 0.618 -0.359 0.087
H 4.047001 0.242056 -0.046814 -0.532 -0.047 0.671 0.100
H 3.445061 1.939116 -0.191414 -0.234 -0.160 0.127 0.107
H 2.326961 -1.683514 -0.120294 0.898 0.230 -0.256 0.123
H 1.863091 -0.776184 1.309936 0.062 -0.006 -0.397 0.109
H 0.738601 -1.356824 0.027846 3.470 1.690 -3.457 0.015
```
Forces are in eV/Å.

2S+1: 1
Orbital gap: 7.01 eV
LUMO level: -1.646 eV
Relative energy (zero: lowest compared OMol25 entry of this formula, charge and spin): 11.971 eV

Entry 4:
# C11H25Br2FNO6PS

2 unconnected molecules or ions with the total composition C11H25Br2FNO6PS (ωB97M-V with the def2-TZVPD basis set, the OMol25 dataset).

```
48
Properties=species:S:1:pos:R:3:forces:R:3:lowdin_charge:R:1
C -4.704403 -3.617269 -3.638304 1.020 0.290 0.389 -0.108
C -3.579676 -2.495281 -3.389460 -0.629 -0.534 -0.694 -0.244
C -4.104607 -1.018648 -3.626167 0.581 -0.343 -0.103 -0.199
C -3.579340 0.050568 -2.597236 -0.508 0.866 0.319 -0.176
C -3.991916 -0.268905 -1.102600 -1.734 -0.468 -1.646 -0.218
N -3.539714 0.752034 -0.124654 1.350 -0.586 1.697 -0.241
C -2.336071 0.361182 0.640779 0.681 1.388 0.598 -0.713
Br -2.640736 -1.215825 1.849875 0.196 0.548 -0.516 0.702
C -1.035117 0.209515 -0.252251 -0.774 -1.092 0.098 -0.704
C -0.797163 -1.225589 -0.846505 1.081 0.431 -0.520 -0.186
Br 0.525606 0.588454 0.939760 -0.766 0.082 -0.696 0.698
S -4.817244 1.298986 0.869270 -6.383 0.332 -1.251 0.745
O -5.730142 0.224797 1.340263 3.335 1.971 -0.226 -0.305
O -5.595910 2.272717 0.054435 3.057 -1.555 2.028 -0.292
F -4.222769 2.091084 2.198212 -0.021 -1.511 -2.454 -0.177
H -5.741944 -3.200429 -3.551735 0.950 -0.446 -0.247 0.068
H -4.566227 -4.405863 -2.850360 -0.317 0.598 -0.837 0.068
H -4.495511 -4.083979 -4.633570 -0.673 0.358 0.810 0.067
H -2.777335 -2.687525 -4.160126 -0.543 0.163 1.152 0.106
H -3.175631 -2.692821 -2.364833 -0.182 0.513 -0.903 0.077
H -5.230060 -1.048709 -3.698845 1.102 0.304 0.388 0.109
H -3.738063 -0.700738 -4.645499 -0.489 -0.201 1.028 0.113
H -2.470297 0.237204 -2.662437 -1.054 -0.471 -0.130 0.100
H -4.066500 1.031627 -2.866407 0.547 -0.859 0.307 0.122
H -3.683652 -1.317024 -0.861768 -0.093 1.072 0.419 0.096
H -5.121851 -0.262016 -1.089929 1.181 -0.151 0.001 0.132
H -2.125439 1.210846 1.351383 -0.278 -1.079 -0.677 0.072
H -1.128305 0.981263 -1.068322 0.451 -0.673 1.016 0.105
H -0.709563 -2.029205 -0.067208 -0.422 0.947 -0.674 0.058
H -1.531058 -1.479960 -1.650958 0.465 0.139 0.898 0.046
H 0.214845 -1.194438 -1.350819 -1.077 -0.013 0.457 0.080
C 6.254331 -0.849865 3.203031 -0.068 -0.528 -0.148 -0.140
O 5.123517 -0.157129 2.643092 2.719 1.554 1.857 -0.249
P 5.188112 1.561325 2.637264 -7.663 1.108 -4.860 0.673
O 3.705576 1.736848 2.913579 1.824 -0.331 0.785 -0.271
O 5.465752 1.575818 1.023958 0.733 0.373 0.751 -0.257
C 6.701528 1.061142 0.538399 -0.115 -0.231 -0.092 -0.122
O 5.578710 3.226475 2.704403 2.279 -2.212 1.277 -0.243
C 5.467031 3.831073 3.992736 -0.140 0.268 0.332 -0.137
H 5.887340 -1.639621 3.860599 0.023 0.087 -0.016 0.085
H 6.836264 -1.306386 2.397792 0.049 0.045 0.106 0.079
H 6.895602 -0.182115 3.779595 0.097 -0.162 0.068 0.074
H 6.544069 0.045057 0.167581 0.090 0.016 0.057 0.088
H 7.469444 1.048244 1.316631 0.115 -0.002 -0.131 0.080
H 7.044605 1.686849 -0.283774 -0.032 0.053 0.068 0.089
H 6.049438 3.272881 4.727763 -0.039 0.192 0.101 0.078
H 4.423177 3.878172 4.304313 0.014 -0.140 -0.045 0.082
H 5.861296 4.845181 3.929055 0.061 -0.108 -0.139 0.086
```
Forces are in eV/Å.

2S+1: 1
Orbital gap: 7.63 eV
LUMO level: -2.190 eV

Entry 5:
# C11H25BrNO2P2Pd

A molecular structure, C11H25BrNO2P2Pd (ωB97M-V with the def2-TZVPD basis set, the OMol25 dataset).

```
43
Properties=species:S:1:pos:R:3:forces:R:3:mulliken_spin:R:1
C -0.817217 0.942702 -3.105118 -0.747 -0.236 0.488 0.202
C -1.016915 0.564178 -1.743681 0.704 -0.188 -0.275 -0.010
N -0.066007 0.956884 -0.824185 -0.566 1.582 -1.135 0.157
C 0.785271 1.962976 -1.091074 -0.285 -0.359 -0.272 -0.065
C 0.825412 2.520222 -2.372068 0.121 0.364 -0.179 0.198
C 0.035825 1.981163 -3.394724 0.554 0.179 0.046 -0.060
C -2.129412 -0.218200 -1.297794 1.419 -1.326 -2.344 0.559
P -2.154089 -0.726997 0.383541 -0.477 0.460 1.782 0.220
Pd -0.034843 -0.016608 1.017463 -1.102 0.191 2.405 1.053
P 1.858554 1.286792 1.374123 1.637 0.178 0.113 0.165
C 1.657118 2.507645 0.029180 0.019 0.301 0.165 0.001
O -0.642841 -3.683439 -2.569094 -0.388 0.480 0.529 0.002
O 0.762704 -4.548969 0.692897 -1.315 1.277 1.168 0.002
H -1.362546 0.407903 -3.878810 -0.145 0.366 0.106 0.004
H 1.505149 3.359853 -2.559657 -0.361 -0.377 0.016 0.006
H 0.109679 2.378695 -4.408490 0.055 -0.231 0.293 -0.001
C -3.517614 0.384300 0.843955 -0.227 -0.216 -0.214 0.042
C -2.680238 -2.410553 0.881693 -0.450 -0.478 -0.858 0.050
H 2.643430 2.852862 -0.334326 -0.530 -0.134 0.057 0.009
H 1.157198 3.372201 0.509329 0.060 -0.269 -0.419 0.033
H -1.123216 -2.924332 -2.169178 0.872 -0.659 -0.510 0.000
H -2.663771 -0.742000 -2.106654 -0.204 0.534 0.445 -0.026
C 2.170948 2.146623 2.933077 -0.010 0.343 -0.017 0.003
C 3.434993 0.458562 0.942879 0.274 0.296 0.161 0.028
H 0.934809 -1.309754 0.626141 1.316 -1.894 -0.852 -0.012
H 0.113407 -4.015753 1.255452 1.442 -1.165 -1.166 0.000
H 0.540955 -4.327190 -0.219138 -0.143 -0.106 -0.013 0.000
H 0.293189 -3.457516 -2.669823 -0.396 0.247 0.048 0.000
H -0.446837 1.375112 1.788998 -0.812 0.961 0.488 0.515
H 1.609378 -1.042671 0.338736 0.045 -0.790 -0.295 0.090
H -4.365739 0.010690 0.250795 -0.104 0.320 0.378 0.006
H -3.751193 0.420065 1.909721 0.077 -0.039 -0.152 0.004
H -3.233735 1.373000 0.461356 -0.161 -0.174 0.310 0.003
H -3.549640 -2.714911 0.272230 0.257 -0.125 0.379 0.010
H -1.871852 -3.153012 0.759823 -0.352 0.436 -0.137 -0.008
H -2.964207 -2.417888 1.951392 0.130 0.374 -0.534 -0.001
H 4.251108 1.192287 0.891867 -0.121 -0.222 -0.031 0.009
H 3.682331 -0.293197 1.704198 -0.092 0.138 -0.209 0.003
H 3.336461 -0.038685 -0.030055 0.087 0.109 0.182 -0.006
H 3.080542 2.760135 2.878661 -0.235 -0.144 0.063 0.012
H 1.304347 2.780205 3.155207 0.197 -0.128 0.028 -0.009
H 2.269977 1.398972 3.730905 0.014 0.181 -0.225 0.004
Br 0.029136 -1.352346 3.190242 -0.059 -0.058 0.189 0.808
```
Forces are in eV/Å.

2S+1: 5
Charge: +1
Orbital gap (alpha / beta): 6.00 / 5.86 eV
LUMO level (alpha / beta): -2.900 / -6.855 eV
Relative energy (zero: lowest compared OMol25 entry of this formula, charge and spin): 0.851 eV

How do the records compare in maximum force? In the order shown, they have 7.01, 5.14, 15.22, 9.14, 3.04 eV/A.
How do the records compare in energy? In the order shown, they have -904.56004, -3299.22279, -6218.51391, -6927.62048, -4023.55290 Ha.